[1]
2 unconnected molecules or ions with the total composition C2H7Br2NSi at a distorted geometry. Source: the OMol25 dataset; level of theory: wB97M-V/def2-TZVPD.

```
! wB97M-V def2-TZVPD RIJCOSX def2/J DEFGRID3
* xyz 0 1
C 0.44221 1.00060 -0.36528
C -0.60666 -0.96839 0.38948
N 0.46040 -0.41677 -0.47428
Si 1.67959 -1.33142 -1.31651
Br 2.77403 0.04430 -2.67282
Br -0.12823 -4.00362 3.00944
H 0.81250 1.59236 -1.16829
H -0.61065 1.21855 -0.24549
H 0.84464 1.28510 0.58923
H -0.58778 -2.00034 0.62459
H -0.52754 -0.53100 1.35083
H -1.57442 -0.68163 0.03162
H 2.78613 -2.00164 -0.80532
*
```

Calculated values
Relative energy (zero: lowest compared OMol25 entry of this formula, charge and spin) ... 343.9 kJ/mol
HOMO-LUMO gap (spin up / spin down) ... 8.8 / 3.2 eV
Maximum force ... 0.0564 Eh/bohr
M ... 232.98 g/mol
Energy ... -5572.6045 Eh
HOMO level (spin up / spin down) ... -9.19 / -7.20 eV

---

[2]
A molecular structure, C10H13Br2FeNO9P2S2. Source: the OMol25 dataset; level of theory: wB97M-V/def2-TZVPD.

```
! wB97M-V def2-TZVPD RIJCOSX def2/J DEFGRID3
* xyz 1 6
Fe -1.00155 -0.20739 -0.47642
C -4.55326 -1.63987 1.66543
C -4.23837 -0.28338 1.04230
O -5.39696 0.51620 1.10777
P -2.84789 0.50916 1.93722
O -3.10840 2.03460 1.68726
O -3.02547 0.36135 3.49305
O -1.50904 -0.01888 1.48896
P -3.57208 -0.50533 -0.65665
O -4.87588 -0.61787 -1.52444
O -2.71124 0.73236 -0.97749
O -2.63631 -1.68687 -0.72334
H -4.86853 -1.50483 2.69901
H -3.68785 -2.30045 1.62304
H -5.37264 -2.09946 1.11434
H -5.23832 1.38843 0.72290
H -2.54828 2.66060 2.16907
H -2.56414 -0.38213 3.90677
H -4.74562 -0.90854 -2.43816
Br -0.49119 -1.43883 -3.05410
C 0.06178 -2.98316 -2.04041
Br 0.30662 -2.56591 -0.16772
H 1.01667 -3.31169 -2.42631
H -0.71262 -3.73409 -2.11305
O 4.16530 0.05441 2.48745
S 3.91181 1.26593 1.77948
O 4.15880 2.54209 2.35954
N 2.28210 1.22227 1.28047
C 2.24041 1.13444 0.01366
S 0.68177 1.19564 -0.81513
C 3.51436 1.08236 -0.74484
C 3.73728 0.98078 -2.10461
C 5.05601 0.96981 -2.54623
C 6.11132 1.06706 -1.64472
C 5.88308 1.16944 -0.27551
C 4.57124 1.16987 0.14438
H 2.91108 0.91968 -2.80191
H 5.26519 0.89228 -3.60440
H 7.12868 1.06772 -2.01262
H 6.70214 1.25224 0.42599
*
```

Calculated values
Relative energy (zero: lowest compared OMol25 entry of this formula, charge and spin) ... 155.7 kJ/mol
HOMO-LUMO gap (spin up / spin down) ... 9.2 / 6.5 eV
Maximum force ... 0.0132 Eh/bohr
M ... 632.95 g/mol
Energy ... -9011.5803 Eh
HOMO level (spin up / spin down) ... -12.47 / -12.42 eV